Entry one
{
  "formula": "C5H15N2O3",
  "method": "ωB97M-V/def2-TZVPD",
  "lumo_energy_ev": -3.0,
  "total_charge": 1,
  "homo_energy_ev": -13.0098,
  "symbols": ["O", "O", "O", "N", "N", "C", "C", "C", "C", "C", "H", "H", "H", "H", "H", "H", "H", "H", "H", "H", "H", "H", "H", "H", "H"],
  "xyz": [[-2.1876, 2.2075, 1.3703], [1.7698, -1.8358, -0.3560], [2.7578, 1.1926, 0.8207], [0.0570, 0.3377, -1.4543], [0.3482, 2.3003, -0.1610], [1.0018, -2.7691, -0.3937], [-1.1332, -0.1607, -0.7661], [0.8284, 1.3483, -0.9601], [-0.8267, -1.1582, 0.3675], [-0.5309, -2.5913, -0.1532], [-3.0399, 2.4852, 1.0163], [-0.9174, -2.6521, -1.2801], [1.9008, 1.3563, -1.1576], [0.9333, 2.8400, 0.4965], [-1.8075, -0.5890, -1.5494], [3.5420, 1.8055, 1.2227], [2.9731, 0.3465, 0.9058], [0.2543, 0.0215, -2.4346], [-0.7095, -3.4597, 0.6252], [-0.1307, -0.8382, 1.1201], [-0.5404, 2.0941, 0.3785], [-1.7308, 0.7317, -0.3011], [-1.7622, -1.1128, 1.0299], [-2.2208, 1.8724, 2.2711], [1.1713, -3.7728, -0.6574]]
}



Entry two
{
  "formula": "C5H15N2O3",
  "method": "ωB97M-V/def2-TZVPD",
  "lumo_energy_ev": -3.0,
  "total_charge": 1,
  "homo_energy_ev": -11.3402,
  "symbols": ["O", "O", "O", "N", "N", "C", "C", "C", "C", "C", "H", "H", "H", "H", "H", "H", "H", "H", "H", "H", "H", "H", "H", "H", "H"],
  "xyz": [[-0.2538, -3.2733, -1.4087], [3.4899, -0.1170, 0.0749], [-1.5346, -0.0092, -2.1427], [-2.2462, 2.1954, 2.1798], [0.5952, -0.8840, -1.6525], [0.2806, 0.1729, 0.6816], [-1.0414, 0.9032, -1.5148], [0.2377, 0.3473, -0.7961], [-0.3053, 1.1183, 1.5598], [-1.5952, 0.9932, 1.8606], [1.5737, -0.9665, -1.8164], [0.1333, -0.7574, -2.5878], [0.3835, 1.9343, 1.8908], [0.2780, -1.8020, -1.3055], [-3.0241, 2.1051, 2.6271], [-0.9072, -3.2101, -1.9198], [-0.1551, -0.8859, 0.8427], [3.7103, 0.7299, 0.4789], [1.2748, 0.2113, 1.0229], [-1.6266, 2.9576, 2.6348], [-2.1460, 0.0782, 1.7875], [-1.4180, 1.8363, -1.3067], [3.6292, -0.7357, 0.7520], [1.0289, 1.1843, -1.0588], [-0.3614, -4.1262, -0.8836]]
}



Result of the stability comparison: entry one is the most stable of them.



Entry one
{
  "formula": "C5H8N2S2",
  "method": "ωB97M-V/def2-TZVPD",
  "lumo_energy_ev": 0.3,
  "smiles": "C/C=C1\\SC(=S)NN1C",
  "total_charge": 0,
  "homo_energy_ev": -8.5825,
  "symbols": ["S", "S", "N", "N", "C", "C", "C", "C", "C", "H", "H", "H", "H", "H", "H", "H", "H"],
  "xyz": [[2.9393, 0.9825, -2.6026], [1.5101, 0.7567, 0.1390], [0.4137, 0.0504, -2.0495], [-0.5008, -0.5222, -1.1807], [-0.6940, 1.2827, 2.5807], [-0.1939, 0.3286, 0.3142], [-1.0819, 0.5038, 1.3030], [1.6641, 0.4916, -1.6366], [-0.1441, -1.9445, -0.9354], [-0.0722, 0.5649, 3.2550], [0.9133, -1.8572, -0.8596], [0.2942, -0.0938, -3.0662], [-0.5352, -2.5454, -1.7091], [-2.0662, 0.2157, 0.9383], [-1.6531, 1.6738, 3.0019], [-0.6687, -2.1101, -0.0117], [-0.1246, 2.2226, 2.5193]]
}



Entry two
{
  "formula": "C5H8N2S2",
  "method": "ωB97M-V/def2-TZVPD",
  "lumo_energy_ev": 0.5,
  "smiles": "C=CN=C(S)S.CC#N",
  "total_charge": 0,
  "homo_energy_ev": -8.9894,
  "symbols": ["S", "S", "N", "N", "C", "C", "C", "C", "C", "H", "H", "H", "H", "H", "H", "H", "H"],
  "xyz": [[-0.0007, 2.9028, -0.4280], [0.2399, 1.2598, 2.0543], [-1.5972, -1.1538, 1.2931], [1.2174, 0.6065, -0.5000], [-2.5821, -0.3972, -1.0150], [0.5256, 1.3122, 0.2449], [2.9543, -1.1224, -0.3337], [1.7656, -0.5982, -0.1141], [-2.0468, -0.7668, 0.3100], [-1.7632, 0.3229, -1.4480], [3.8415, -0.5491, -0.6863], [0.4426, 0.1227, 2.5209], [-2.5539, -1.3987, -1.5392], [-1.1094, 2.8238, 0.3307], [3.1418, -2.1296, -0.0746], [1.0473, -1.3279, 0.3871], [-3.5227, 0.0931, -1.0023]]
}



Result of the stability comparison: entry two is the most stable of them.



Entry one
{
  "formula": "C2H3ClINO2",
  "method": "ωB97M-V/def2-TZVPD",
  "lumo_energy_ev": -1.5,
  "smiles": "O=[N+]([O-])I.C=CCl",
  "total_charge": 0,
  "homo_energy_ev": -9.8517,
  "symbols": ["I", "Cl", "O", "O", "N", "C", "C", "H", "H", "H"],
  "xyz": [[-2.5265, 0.2758, 0.2126], [0.6022, 1.5937, -1.0970], [-1.7514, -0.9878, -2.2839], [-0.6630, -1.7492, -0.5759], [-1.4575, -1.0969, -1.1745], [1.2371, 0.4103, 0.0895], [1.0088, 0.6259, 1.3631], [0.3259, 1.4700, 1.7459], [1.8793, -0.4373, -0.4115], [1.3451, -0.1045, 2.1316]]
}



Entry two
{
  "formula": "C2H3ClINO2",
  "method": "ωB97M-V/def2-TZVPD",
  "lumo_energy_ev": [-2.0, -1.9],
  "smiles": "O=[N+]([O-])I.C=CCl",
  "total_charge": 0,
  "homo_energy_ev": [-9.7047, -9.7050],
  "symbols": ["I", "Cl", "O", "O", "N", "C", "C", "H", "H", "H"],
  "xyz": [[3.5145, -0.2160, -0.6694], [0.1743, -1.7586, 0.0939], [1.5764, 0.8887, 1.3419], [0.9029, 1.1280, -0.7775], [1.4871, 0.7535, 0.1730], [-1.7515, -0.0717, 0.3845], [-0.9203, -0.5922, -0.4684], [-2.4016, 0.8136, 0.1740], [-0.7668, -0.4791, -1.6181], [-1.8150, -0.4664, 1.3660]]
}



Result of the stability comparison: entry one is the most stable of them.



Entry one
{
  "formula": "C18H23N3O3S",
  "method": "ωB97M-V/def2-TZVPD",
  "lumo_energy_ev": 0.6,
  "smiles": "Cc1ccc(NC(=O)CN(c2ccccc2)S(=O)(=O)N(C)C)cc1C",
  "total_charge": 0,
  "homo_energy_ev": -8.2919,
  "symbols": ["S", "O", "O", "O", "N", "N", "N", "C", "C", "C", "C", "C", "C", "C", "C", "C", "C", "C", "C", "C", "C", "C", "C", "C", "C", "H", "H", "H", "H", "H", "H", "H", "H", "H", "H", "H", "H", "H", "H", "H", "H", "H", "H", "H", "H", "H", "H", "H"],
  "xyz": [[-2.3337, -1.1467, -1.4152], [2.0326, 0.7821, -2.1262], [-2.1234, -1.8541, -2.6381], [-3.6590, -0.8297, -1.0015], [-1.4721, 0.2668, -1.5214], [-1.5495, -1.9730, -0.1482], [0.9143, -0.0603, -0.3183], [-0.5455, -2.9062, -0.6242], [-1.7230, 2.6677, -1.1854], [-2.2221, 1.1492, 0.6044], [-2.0609, 3.7310, -0.3688], [4.1568, 0.0731, 1.4882], [-0.3055, 0.3163, -2.3655], [-2.4485, -2.5760, 0.8179], [3.2227, 0.1962, 0.4706], [-2.4902, 3.5131, 0.9290], [-2.5727, 2.2178, 1.4095], [1.0222, 0.3810, -1.5919], [1.8956, -0.1576, 0.6761], [5.5807, 0.4626, 1.2366], [3.7634, -0.4134, 2.7385], [-1.8037, 1.3640, -0.7044], [1.5033, -0.6399, 1.9205], [2.4339, -0.7627, 2.9332], [4.7549, -0.5559, 3.8522], [0.0808, -3.2059, 0.2165], [-2.9017, 2.0356, 2.4216], [4.2765, -0.9463, 4.7467], [-1.4029, 2.8545, -2.1978], [-2.2803, 0.1422, 0.9815], [5.5597, -1.2325, 3.5662], [5.7061, 0.8158, 0.2170], [-2.8135, -3.5508, 0.4792], [5.2040, 0.4074, 4.0919], [5.8879, 1.2538, 1.9196], [-0.3213, -0.5904, -2.9758], [-1.0018, -3.7931, -1.0744], [-3.3003, -1.9151, 0.9522], [-1.9942, 4.7372, -0.7550], [2.1205, -1.1375, 3.8973], [-0.0029, -0.3817, -0.0287], [-1.9198, -2.7013, 1.7641], [-2.7572, 4.3464, 1.5606], [3.5227, 0.5708, -0.4939], [-0.3341, 1.1671, -3.0524], [6.2446, -0.3866, 1.3955], [0.0701, -2.4195, -1.3742], [0.4708, -0.9123, 2.0886]]
}



Entry two
{
  "formula": "C18H23N3O3S",
  "method": "ωB97M-V/def2-TZVPD",
  "lumo_energy_ev": 0.4,
  "smiles": "COCCNC(=O)Cn1cc(C(=S)N2CCOCC2)c2ccccc21",
  "total_charge": 0,
  "homo_energy_ev": -7.9281,
  "symbols": ["S", "O", "O", "O", "N", "N", "N", "C", "C", "C", "C", "C", "C", "C", "C", "C", "C", "C", "C", "C", "C", "C", "C", "C", "C", "H", "H", "H", "H", "H", "H", "H", "H", "H", "H", "H", "H", "H", "H", "H", "H", "H", "H", "H", "H", "H", "H", "H"],
  "xyz": [[0.5973, -2.9862, 3.0933], [4.6812, -0.4736, 2.4272], [-1.7745, 3.9305, -0.3255], [-1.8671, 0.8191, -3.8587], [-1.7006, 0.6023, 0.8908], [1.9069, -0.7096, 2.9180], [-1.2384, 2.0293, -1.4288], [3.7439, 0.0032, 1.4962], [-0.1631, -0.8412, 1.6812], [-1.8495, -0.5559, 0.1665], [-2.7267, -0.8664, -0.8690], [0.8422, -1.4457, 2.5355], [-2.6399, -2.1255, -1.4226], [-1.7803, 2.7230, -0.4108], [-0.8408, -2.7616, 0.0641], [-2.4040, 1.8337, 0.6834], [-0.6844, 0.4274, 1.7800], [-1.7074, -3.0589, -0.9635], [2.4262, 0.4170, 2.1742], [-0.9084, -1.4971, 0.6451], [2.8784, -1.2157, 3.8646], [-0.7742, 0.0843, -4.3557], [4.1708, -1.5850, 3.1329], [-1.6766, 2.2147, -3.8140], [-0.7749, 2.6498, -2.6470], [-3.4382, 1.6226, 0.3920], [-1.2631, 2.5856, -4.7616], [4.2052, 0.8620, 1.0055], [1.7136, 0.7379, 1.4160], [0.0976, 0.1394, -3.6947], [-1.6734, -4.0346, -1.4245], [2.4614, -2.0888, 4.3675], [-2.4223, 2.4121, 1.6103], [-0.8211, 3.7320, -2.5168], [0.2630, 2.3540, -2.8318], [3.9707, -2.4143, 2.4385], [3.0856, -0.4266, 4.5951], [-1.4143, 1.0353, -1.5029], [-0.4861, 0.4333, -5.3539], [-3.4533, -0.1548, -1.2334], [3.5277, -0.7741, 0.7454], [-1.1075, -0.9498, -4.4145], [-2.6768, 2.6322, -3.6731], [-0.4315, 1.2090, 2.4717], [-3.3062, -2.3944, -2.2282], [-0.1321, -3.4889, 0.4268], [4.9455, -1.8824, 3.8401], [2.6194, 1.2414, 2.8692]]
}



Result of the stability comparison: entry one is the most stable of them.



Entry one
{
  "formula": "CH3I2O2P",
  "method": "ωB97M-V/def2-TZVPD",
  "lumo_energy_ev": -2.1,
  "total_charge": 0,
  "homo_energy_ev": -9.4908,
  "symbols": ["I", "I", "P", "O", "O", "C", "H", "H", "H"],
  "xyz": [[4.6639, -1.8732, -0.1049], [2.4386, -0.4064, 0.0700], [-0.4111, 1.0354, -0.4453], [-0.0856, 0.8136, -1.8454], [-0.0033, 2.1347, 0.4391], [-1.4534, -0.1920, 0.3316], [-1.5808, -1.1079, -0.3533], [-1.1576, -0.7045, 1.3273], [-2.4108, 0.3003, 0.5809]]
}



Entry two
{
  "formula": "CH3I2O2P",
  "method": "ωB97M-V/def2-TZVPD",
  "lumo_energy_ev": -1.7,
  "total_charge": 0,
  "homo_energy_ev": -9.5182,
  "symbols": ["I", "I", "P", "O", "O", "C", "H", "H", "H"],
  "xyz": [[2.5818, -1.8325, 0.3592], [2.3525, 2.0266, 0.2585], [1.1559, 0.0004, -0.2364], [0.3474, 0.0031, -2.2475], [-0.0096, -0.0686, 0.8105], [-1.3583, -0.0363, 0.3445], [-1.3657, 0.0594, -0.7434], [-1.8605, 0.8118, 0.8090], [-1.8434, -0.9639, 0.6455]]
}



Result of the stability comparison: entry one is the most stable of them.



Entry one
{
  "formula": "C31H37FN4O4",
  "method": "ωB97M-V/def2-TZVPD",
  "lumo_energy_ev": 0.5,
  "smiles": "O=C(NC[C@@H]1CCCO1)[C@@H](c1ccc(F)cc1)N(CCCN1CCOCC1)C(=O)c1ccc(-c2ccccc2)[nH]1",
  "total_charge": 0,
  "homo_energy_ev": -8.0369,
  "symbols": ["F", "O", "O", "O", "O", "N", "N", "N", "N", "C", "C", "C", "C", "C", "C", "C", "C", "C", "C", "C", "C", "C", "C", "C", "C", "C", "C", "C", "C", "C", "C", "C", "C", "C", "C", "C", "C", "C", "C", "C", "H", "H", "H", "H", "H", "H", "H", "H", "H", "H", "H", "H", "H", "H", "H", "H", "H", "H", "H", "H", "H", "H", "H", "H", "H", "H", "H", "H", "H", "H", "H", "H", "H", "H", "H", "H", "H"],
  "xyz": [[-7.1222, -1.3448, 2.2546], [0.0569, -3.7453, -0.1595], [-2.2008, -0.1803, -2.3574], [0.1843, -0.1457, -0.7170], [-0.2043, 3.3380, -3.2084], [2.3866, 0.1609, 0.6360], [-1.0277, 3.2136, -0.4865], [-1.9663, -1.8227, -0.8139], [-1.2168, 0.5757, 0.8932], [-3.5854, -0.8738, 1.7039], [-4.7671, -1.3258, 2.2616], [-4.8196, 0.3969, 0.0870], [-1.5638, 3.2002, -2.8626], [5.8081, -0.2448, 2.0066], [-3.5978, -0.0042, 0.6174], [0.5952, 2.7200, -2.2288], [-1.8452, 3.8535, -1.5072], [-6.0100, -0.0515, 0.6280], [-0.0863, -3.2335, -1.4843], [1.5150, 0.5052, 2.6357], [3.4315, 0.1924, 1.4936], [0.3711, 3.3553, -0.8555], [0.0189, 0.2654, 0.4346], [-0.7882, 2.8154, 1.9632], [1.2037, 0.3467, 1.2924], [0.4119, -4.3249, -2.4493], [0.2296, -5.1433, -0.2354], [-1.4564, 1.4370, 2.0366], [7.4765, -0.2287, 0.2823], [4.8120, 0.0473, 1.0725], [6.4985, 0.0628, -0.6540], [1.0216, -5.3767, -1.5204], [-1.5509, -2.8486, -1.7403], [-2.0673, -0.5303, -1.2064], [-2.3284, 0.4609, -0.0444], [-1.3230, 3.7124, 0.8447], [5.1797, 0.2007, -0.2662], [7.1250, -0.3803, 1.6138], [2.9013, 0.4066, 2.7598], [-5.9655, -0.9074, 1.7134], [-1.1259, 0.9268, 2.9449], [1.6317, 2.8541, -2.5455], [0.9992, 2.8484, -0.1218], [4.4350, 0.4465, -1.0094], [-4.8343, 1.0586, -0.7658], [-0.7456, -5.6510, -0.2859], [-1.6254, 4.9347, -1.5735], [0.2899, 2.6984, 1.8659], [-2.5367, 1.5740, 2.1140], [2.4031, -0.0304, -0.3547], [-2.4117, 3.7765, 0.9394], [2.0770, -5.1667, -1.3458], [0.7500, -5.4625, 0.6687], [-1.8312, 2.1347, -2.8239], [-4.7685, -1.9959, 3.1066], [6.7658, 0.1867, -1.6933], [5.5408, -0.3760, 3.0436], [-1.6680, -2.4502, -2.7493], [-0.9155, 4.7304, 0.9894], [0.9171, -6.3912, -1.8976], [0.5145, -2.3194, -1.5331], [3.4535, 0.5012, 3.6736], [-2.4838, 1.4354, -0.5211], [0.8407, 0.6634, 3.4524], [0.3559, 1.6491, -2.1720], [-6.9618, 0.2522, 0.2224], [0.6644, 4.4213, -0.8927], [-0.4316, -4.7442, -2.9992], [8.5064, -0.3356, -0.0237], [-2.6451, -1.1931, 2.1281], [-2.1346, 3.6956, -3.6500], [-0.9799, 3.3201, 2.9126], [-2.9015, 3.7307, -1.2534], [-2.1951, -3.7245, -1.6080], [-1.6964, -2.0107, 0.1409], [7.8828, -0.6080, 2.3491], [1.1302, -3.9334, -3.1650]]
}



Entry two
{
  "formula": "C31H37FN4O4",
  "method": "ωB97M-V/def2-TZVPD",
  "lumo_energy_ev": -0.6,
  "smiles": "CCCCCc1nc2ccc(CCC)cc2nc1CCCF.O=[N+]([O-])c1ccccc1.O=[N+]([O-])c1ccccc1",
  "total_charge": 0,
  "homo_energy_ev": -8.9468,
  "symbols": ["F", "O", "O", "O", "O", "N", "N", "N", "N", "C", "C", "C", "C", "C", "C", "C", "C", "C", "C", "C", "C", "C", "C", "C", "C", "C", "C", "C", "C", "C", "C", "C", "C", "C", "C", "C", "C", "C", "C", "C", "H", "H", "H", "H", "H", "H", "H", "H", "H", "H", "H", "H", "H", "H", "H", "H", "H", "H", "H", "H", "H", "H", "H", "H", "H", "H", "H", "H", "H", "H", "H", "H", "H", "H", "H", "H", "H"],
  "xyz": [[1.3299, -5.3228, -3.4041], [-0.1424, 2.4654, 4.6922], [-0.8298, 4.3685, 3.9584], [-5.7216, 3.4656, -5.3202], [-3.8924, 4.4906, -4.8339], [0.8867, 0.5437, -0.2798], [0.0431, 3.6161, 4.3428], [-0.5145, -1.6676, -1.6409], [-4.6221, 3.5187, -4.8041], [-4.4582, 0.0525, -3.4278], [-0.8592, 0.6500, 1.3559], [-2.4430, 1.2148, -2.8364], [2.9679, 5.9140, 4.0330], [-2.0532, 0.2062, 1.9382], [3.7447, 3.7663, 4.7964], [0.5847, -3.0529, -3.7312], [-3.8365, -2.9941, 2.2891], [1.6656, 5.4396, 4.0131], [1.2894, -1.7600, -3.2660], [-4.9266, 1.1853, -4.0753], [-0.3174, 0.0508, 0.1723], [3.5360, -3.1319, 0.4262], [-2.9024, 2.3522, -3.4815], [-2.2225, -1.4771, 0.1403], [1.3624, -0.0655, -1.3362], [1.4188, 4.1284, 4.3837], [-4.0014, -1.4944, 1.8782], [-2.4393, -3.3365, 2.8952], [4.0066, 5.0773, 4.4201], [3.8722, -0.5785, 0.3002], [-3.2135, 0.0613, -2.8077], [-4.1398, 2.3235, -4.0993], [2.7294, 0.4149, -1.8443], [0.6411, -1.1502, -2.0040], [-0.9515, -1.0030, -0.4759], [3.8410, -0.5073, -1.2445], [4.4770, -1.9433, 0.7747], [0.7542, -4.2306, -2.7285], [2.4442, 3.2867, 4.7813], [-2.7100, -0.9080, 1.2900], [-0.4802, -2.8926, -3.9646], [2.2458, 2.2655, 5.0750], [-5.8958, 1.1670, -4.5537], [1.2137, -1.0078, -4.0812], [-1.7299, -3.7036, 2.1326], [3.6266, -3.4513, -0.6254], [3.1745, 6.9358, 3.7430], [-2.4191, 0.7002, 2.8411], [2.3708, -1.9190, -3.1186], [4.4794, -1.8817, 1.8818], [2.8838, -0.5113, 0.7826], [2.8776, 1.4633, -1.5341], [2.7725, 0.3432, -2.9452], [-0.2907, 1.4701, 1.8099], [1.3542, -3.9595, -1.8449], [4.4814, 0.2389, 0.7332], [4.5556, 3.1169, 5.0990], [-3.9429, -3.6076, 1.3750], [-4.7577, -1.4718, 1.0710], [-0.2518, -4.5537, -2.4087], [3.7449, -4.0007, 1.0775], [2.4755, -2.8701, 0.6167], [-2.5865, -4.1978, 3.5785], [-2.8253, -0.8102, -2.3006], [0.8612, 6.0941, 3.7079], [-4.3138, -0.8739, 2.7370], [3.7859, -1.5020, -1.7141], [4.8111, -0.0713, -1.5627], [-1.4726, 1.2226, -2.3540], [5.5058, -2.0951, 0.4113], [-2.8130, -2.2931, -0.2948], [-1.9946, -2.5251, 3.4924], [1.0806, -3.3643, -4.6703], [5.0242, 5.4480, 4.4276], [-4.5928, -3.2704, 3.0448], [-5.0652, -0.8437, -3.4071], [-2.2905, 3.2433, -3.4981]]
}



Result of the stability comparison: entry one is the most stable of them.